1.
{
  "formula": "C40H52BIN3O5P2Ti",
  "method": "ωB97M-V with the def2-TZVPD basis set",
  "multiplicity": 1,
  "gap_ha": 0.2316,
  "lumo_ev": 1.857,
  "homo_energy_ev": -4.45,
  "total_charge": -1,
  "elements": ["C", "C", "H", "C", "H", "O", "H", "O", "C", "H", "C", "C", "O", "C", "C", "H", "C", "C", "H", "H", "H", "C", "H", "C", "C", "C", "C", "H", "C", "Ti", "C", "H", "C", "H", "H", "H", "C", "C", "C", "H", "O", "P", "H", "H", "N", "H", "H", "H", "H", "H", "C", "C", "H", "H", "H", "H", "N", "H", "H", "B", "C", "H", "H", "C", "C", "H", "C", "H", "C", "C", "O", "H", "C", "H", "C", "C", "H", "H", "H", "H", "H", "C", "I", "P", "H", "H", "H", "H", "H", "C", "H", "H", "C", "C", "C", "C", "C", "H", "H", "H", "H", "N", "H", "H", "C"],
  "coordinates": [[2.79556, 0.75508, -2.04599], [1.98818, 3.45761, 1.75414], [-1.13499, -3.77702, 0.82295], [-3.69299, 1.72822, -2.03641], [-4.00619, -1.08941, -1.68690], [-4.66164, 1.96172, -1.35880], [1.52632, 4.69869, 0.01642], [-1.93069, 0.87351, -5.11221], [-0.59863, 3.04898, 4.23404], [2.24845, -5.12444, 4.03011], [2.79163, -1.14310, -0.72162], [0.96506, -2.67561, 2.10671], [-1.85991, 1.10219, -0.42083], [3.11809, 2.70887, 0.98990], [3.93175, 0.29215, -2.71047], [1.43665, 1.00529, 3.58532], [-1.10001, -3.22937, -2.63880], [-1.59947, -4.67009, -2.71042], [4.36134, 0.87250, -3.51314], [0.34984, 2.78621, 4.70892], [-5.24597, -2.11107, -0.95295], [-3.63427, 1.75031, -3.57635], [-4.32319, -2.70440, -2.33866], [-3.31382, -1.94002, 0.87790], [4.50618, -0.90433, -2.34022], [2.30357, -1.72631, 3.89682], [0.97982, 2.31749, -1.60877], [3.54195, 2.69485, -3.84480], [-4.25601, -2.11984, -1.41918], [-0.03377, 0.78100, -0.57843], [0.74128, 4.33874, -2.94268], [-3.83724, -4.70666, -1.11315], [-3.57446, -4.18354, -0.19520], [2.72229, -0.87380, 4.41730], [2.75184, 1.88646, 0.38302], [0.80653, -4.82423, 2.03617], [2.03117, -4.12618, 3.67160], [2.41095, 3.74765, 3.19464], [0.43039, -3.19857, -2.78326], [-2.66563, 3.43206, 2.76104], [-4.48291, 2.15535, -4.31601], [0.42997, 2.25024, 1.67479], [-1.34452, -0.04964, 2.88810], [3.18179, -3.17639, 5.21063], [1.11164, -0.42318, 2.09741], [-2.76654, -2.32276, -3.74872], [2.56763, 1.02650, 2.26906], [-0.68823, 3.68307, -1.51601], [-2.65681, -2.36504, 1.64159], [1.17485, 5.48478, 1.55404], [3.93675, -1.63738, -1.30805], [2.63615, 2.92066, -3.29496], [-2.67688, -4.71192, -2.87366], [0.84256, -2.22947, -2.48640], [3.61099, 3.40205, 0.30736], [0.17104, 5.22953, -3.17923], [0.22717, -2.21742, 1.01962], [0.91859, -3.97988, -2.19687], [-1.38189, 2.99036, 4.99752], [0.33125, -0.76911, 0.94117], [1.94507, 4.08389, -3.58848], [5.39670, -1.26093, -2.84358], [0.22483, -3.85714, -0.28141], [-1.68074, -2.41422, -3.80544], [1.85464, 4.80797, 1.04781], [2.32547, 4.76890, -4.33622], [1.51680, 0.90477, 2.50282], [4.36270, -2.56947, -0.96472], [-2.37358, 2.40455, 2.57510], [-1.58706, 0.89374, -2.71660], [-0.41957, 0.36052, -2.50501], [-1.43196, -2.89705, -4.75574], [-2.35879, 1.28390, -1.64192], [-2.77284, -4.74119, 0.29256], [-3.22553, -2.71320, -0.45040], [-2.28693, 1.12902, -3.98921], [-1.36647, -5.23240, -1.80216], [3.34009, 4.32676, 3.16739], [2.59863, 2.84764, 3.78221], [-3.04452, -0.88726, 0.75244], [-0.54823, 4.07844, 3.87518], [1.22127, -3.96399, 2.54666], [-1.42888, 4.98933, 0.83556], [-1.50527, -2.27947, -1.07710], [-2.48759, 2.21592, 1.51139], [-1.26288, -1.40882, -3.82048], [1.66356, 4.34960, 3.70647], [-1.11818, -5.18108, -3.55201], [3.88192, 2.32455, 1.66990], [1.50942, -1.56220, 2.77442], [-0.18094, 0.29518, 4.17818], [-4.44488, -4.22631, 0.46769], [0.26048, 3.45371, -1.98679], [2.14866, 2.04519, -2.32598], [2.56067, -3.02534, 4.33659], [-1.05992, 0.66825, 3.65726], [-0.48436, -3.17099, 0.19059], [-3.07972, 1.75222, 3.09838], [-4.34006, -1.98269, 1.25444], [2.85451, 5.25965, 1.04686], [0.69283, -3.36194, -3.83227], [2.21972, 0.01566, -1.07576], [-1.86505, 0.69712, 4.39469], [2.31270, -1.69288, 0.07585], [-0.94926, 2.10019, 3.09166]]
}

---

2.
{
  "formula": "C40H52CrFN4S2Si",
  "method": "ωB97M-V with the def2-TZVPD basis set",
  "multiplicity": 2,
  "gap_ha": [0.2358, 0.2289],
  "lumo_ev": [-0.890, -0.892],
  "homo_energy_ev": [-7.31, -7.12],
  "total_charge": 0,
  "elements": ["H", "C", "H", "H", "C", "C", "H", "H", "C", "C", "H", "C", "N", "H", "H", "H", "C", "H", "Si", "C", "H", "C", "Cr", "C", "C", "H", "S", "C", "C", "H", "H", "H", "H", "H", "C", "C", "H", "H", "F", "C", "H", "C", "C", "H", "C", "H", "H", "N", "C", "H", "H", "H", "C", "C", "N", "C", "C", "H", "C", "C", "C", "C", "C", "N", "H", "H", "H", "H", "H", "H", "H", "H", "C", "H", "C", "H", "C", "H", "H", "C", "H", "H", "H", "H", "C", "H", "H", "C", "C", "H", "H", "H", "S", "C", "H", "C", "H", "H", "C", "C", "H"],
  "coordinates": [[2.88841, 3.32393, -0.42046], [0.27775, 3.29831, 5.43734], [-2.27771, 4.34709, 2.85266], [2.95945, -2.79000, -3.56990], [0.89890, 0.99843, 5.78316], [8.52631, -1.07705, 1.67636], [0.40252, -3.37543, 1.10424], [4.79831, 1.81228, 0.86470], [2.06567, 0.27879, -4.05126], [-3.45431, 0.36264, -1.71510], [-1.81667, -2.66366, -2.02240], [-1.77399, -3.65421, -1.57361], [3.73075, 0.39276, 1.91558], [4.30343, 0.39628, -0.07342], [0.52126, 2.60810, 8.74118], [4.95253, 1.34078, 3.28979], [-0.40068, -5.33885, -0.34781], [-0.48115, -6.02036, -1.19897], [1.18649, -1.18077, -3.24040], [-1.10796, -0.09275, -2.33846], [-3.96076, 3.82669, 2.89517], [8.42620, 0.29695, 1.52947], [0.19017, -0.97628, -0.02812], [-1.63252, 1.57932, 1.93392], [-2.93084, 3.45976, 2.90505], [3.30829, 2.01774, 3.17675], [0.16556, -1.00764, 2.40817], [-2.20432, -0.14254, -1.47876], [6.15872, -1.28901, 1.30620], [1.46126, 0.82600, -4.77528], [-0.08326, -3.11732, -4.08900], [-2.75296, 1.67925, -4.74005], [5.27472, -1.90850, 1.20533], [-1.29930, -2.95404, 0.98227], [0.18344, 3.26264, 1.59503], [1.34747, 3.74794, 1.01942], [-0.56736, 0.73453, -4.24730], [1.10828, 0.39206, 7.82907], [-1.97095, -0.79180, -0.28332], [-2.61027, 1.14900, -3.80695], [-1.48773, 1.38466, 3.00141], [-2.88972, 3.15180, 0.52440], [1.69441, -0.54545, 2.82328], [-2.64014, -3.76772, -0.91478], [6.05187, 0.09265, 1.15885], [-2.72664, 2.42286, -0.26774], [4.15238, -0.67024, 4.38647], [0.08673, -0.70981, -1.95898], [2.71429, -0.43072, 1.72003], [0.35406, -3.69746, -1.47534], [0.62436, 1.90588, 3.84948], [0.54186, -5.54268, 0.16465], [0.24657, -2.17204, -4.52899], [2.00531, 2.95419, 0.09122], [2.10833, -0.27352, 4.06626], [-1.36281, 0.60642, -3.52883], [0.24309, 3.50234, 6.81102], [9.48720, -1.53260, 1.87646], [3.89584, 1.09423, 3.18691], [4.71080, 0.72385, 0.88027], [-0.48268, -3.87537, -0.79199], [-0.34896, -2.94971, 0.43135], [2.58469, -2.29329, -2.66931], [-2.74773, 2.52169, 1.82089], [-1.21387, -5.56872, 0.34671], [2.39742, 0.99406, -3.29428], [-2.18149, 3.97981, 0.36573], [9.30769, 0.91887, 1.61486], [-2.76017, 2.96497, 3.86220], [0.04673, 4.11015, 4.75911], [-0.01209, 4.47576, 7.20902], [-1.94261, 0.63491, 1.48847], [7.19040, 0.87907, 1.27497], [7.11257, 1.95450, 1.16028], [0.37617, 1.13305, 0.41506], [7.46540, -2.94357, 1.67234], [0.54061, 2.45542, 7.66998], [3.41690, -1.73672, -2.23879], [-0.63666, -1.66149, -4.91124], [1.51090, 1.68950, -0.19797], [2.28948, -3.07226, -1.96583], [2.95339, -0.08408, -4.57692], [-1.87117, -4.38568, -2.37992], [3.47768, 0.72462, 5.25208], [-0.31692, 1.99234, 1.29035], [1.71451, 4.73658, 1.26836], [-4.22769, 0.24793, -0.96713], [3.46864, 0.18156, 4.30764], [7.38985, -1.86933, 1.56447], [-0.35874, 3.88976, 2.29293], [-3.90267, 3.54925, 0.42218], [2.04238, 1.10483, -0.94214], [2.51584, -1.34299, 0.32104], [-3.66659, 1.02844, -2.91650], [0.32996, -0.89466, 4.91910], [1.23013, -0.36516, 5.22490], [1.72842, -0.96958, 5.98818], [0.89566, -2.40640, -5.37669], [0.87127, 1.20831, 7.15577], [0.60272, 2.05222, 4.92450], [-4.63542, 1.45197, -3.14136]]
}

---

What molecular weight values result from the calculations? In sequence: 902.4 752.1 g mol⁻¹.
What ΔE to the lowest compared entry with this formula, charge and spin values result from the calculations? In sequence: 1.862 0.000 eV.